The following is a DFT calculation (the ωB97M-V functional and the def2-TZVPD basis) of a cluster of 11 separate species, C46H123N9O14 in total at a distorted geometry.

```
192
Properties=species:S:1:pos:R:3:forces:R:3
C -22.6966 11.2883 12.7223 -1.200 -0.954 -0.566
O -21.3107 11.3950 12.6589 -0.629 1.236 0.217
C -20.8615 12.7412 12.4404 2.858 -1.907 -1.165
C -19.5154 12.4923 11.6684 -0.346 0.749 -0.491
C -18.5027 11.6559 12.3749 -0.391 -1.353 1.239
N -18.9113 13.7765 11.4003 0.736 0.950 0.035
H -23.1838 11.2824 11.7473 0.254 0.530 -0.643
H -23.2335 12.0439 13.2957 0.353 0.057 0.464
H -22.9694 10.2802 13.0347 0.251 0.047 0.737
H -21.4327 13.3619 11.7500 -0.684 -0.138 0.412
H -20.5525 13.2348 13.3618 -0.615 0.186 0.171
H -19.6966 11.9790 10.7240 -0.650 -0.179 -0.069
H -18.1648 12.0825 13.3194 0.277 0.441 -0.128
H -17.6664 11.3529 11.7449 0.078 0.359 -0.052
H -18.9742 10.7282 12.6991 -0.068 -0.181 -0.135
H -17.9084 13.6689 11.4526 0.105 0.266 0.020
H -19.0958 14.1781 10.4921 -0.328 -0.140 -0.055
C -14.9098 16.3732 3.6252 -0.679 2.021 -0.157
O -15.3922 17.7663 3.7473 2.279 0.431 -0.310
C -14.7104 18.7619 2.8349 -2.612 -0.860 0.035
C -15.6242 20.0461 2.8780 1.026 1.702 -0.416
C -15.2128 21.2441 1.9862 0.766 -1.929 -1.613
N -15.6717 20.7600 4.1451 0.072 -2.094 1.006
H -13.8667 16.1914 3.8839 0.126 0.479 0.324
H -15.0057 16.1067 2.5726 -0.367 -0.498 0.022
H -15.5617 15.8521 4.3263 0.081 -0.329 -0.446
H -13.6288 18.8919 2.8709 0.002 0.050 1.038
H -14.9022 18.2789 1.8768 0.145 0.352 -0.582
H -16.6030 19.6867 2.5602 -0.203 -0.062 -0.007
H -15.9287 22.0658 2.0077 0.045 -0.164 0.183
H -15.1352 20.8824 0.9609 -0.092 0.281 -0.365
H -14.2013 21.5633 2.2373 -0.153 0.256 0.297
H -15.9630 21.7228 4.0550 -0.354 -0.360 0.085
H -16.2801 20.1804 4.7055 -0.096 0.719 0.899
C -12.1858 3.7522 6.3330 0.246 -1.042 1.725
O -12.6083 4.5143 7.4461 -1.548 0.915 1.013
C -11.9507 4.3601 8.7481 0.345 0.109 -1.174
C -12.8827 4.8223 9.9790 0.109 -0.487 -1.593
C -13.3719 6.2239 9.8345 -0.653 0.437 -0.359
N -12.2996 4.6840 11.2677 1.820 -0.633 1.064
H -12.6329 4.0585 5.3873 -0.027 0.463 0.375
H -12.5276 2.7456 6.5737 0.176 -0.502 -0.585
H -11.0968 3.7363 6.2896 0.212 0.082 -0.375
H -11.5768 3.3514 8.9239 -0.681 -0.666 0.020
H -11.0131 4.8354 8.4597 0.317 1.020 1.453
H -13.7352 4.1469 9.9079 -0.351 -0.109 -0.481
H -12.5722 6.9630 9.8831 0.154 -0.116 -0.592
H -14.0330 6.5371 10.6424 -0.210 -0.406 0.192
H -13.9715 6.2048 8.9245 0.238 0.783 -0.205
H -12.9319 4.8398 12.0397 -0.349 0.371 -0.304
H -11.9333 3.7595 11.4447 0.197 -0.191 -0.191
C -20.8300 15.1511 5.0596 -0.900 0.806 -0.371
O -20.3607 15.5196 3.8102 1.031 0.399 -2.311
C -21.2794 15.3985 2.7121 0.407 0.411 0.204
C -20.7767 16.1315 1.4413 0.058 -0.076 0.517
C -21.7769 16.3339 0.3253 -1.054 -0.816 0.082
N -19.5733 15.4604 0.9646 -0.203 0.235 0.033
H -19.9303 15.0439 5.6655 -0.532 -0.109 0.404
H -21.5074 14.2974 5.0410 0.435 -0.666 0.028
H -21.4937 15.9755 5.3206 0.065 0.185 1.138
H -21.3249 14.3229 2.5418 -0.577 -0.066 -0.504
H -22.2379 15.8313 2.9989 -0.335 -0.147 0.100
H -20.4608 17.1504 1.6652 -0.321 0.286 0.867
H -22.3009 15.4340 0.0032 0.055 -0.383 0.279
H -21.3321 16.6832 -0.6065 0.255 0.448 0.272
H -22.5568 17.0097 0.6764 0.040 0.248 -0.253
H -19.3199 16.0840 0.2117 0.740 -0.273 -0.484
H -18.9458 15.7031 1.7180 0.849 -0.491 0.012
C -6.7072 8.3907 7.2509 -0.068 0.045 -1.702
O -7.7520 8.4250 6.1819 0.065 0.920 1.534
C -8.9401 9.1671 6.5569 -0.279 1.152 1.292
C -9.9306 9.5642 5.4494 -1.396 0.167 0.104
C -11.2170 10.3471 5.8885 1.837 0.162 -0.071
N -10.3742 8.3682 4.8051 0.967 -1.256 -1.040
H -6.8624 7.7866 8.1449 -0.918 -0.172 -0.200
H -6.3719 9.3724 7.5856 -0.514 0.339 -0.206
H -5.8471 7.9606 6.7379 -0.097 -0.093 -0.037
H -9.4960 8.5965 7.3008 -0.165 -0.355 0.077
H -8.7424 10.1156 7.0562 0.904 0.137 0.232
H -9.4077 10.0883 4.6494 0.147 0.527 0.235
H -11.5974 9.9768 6.8404 0.078 0.197 0.118
H -12.0019 10.2339 5.1407 0.245 -0.124 -0.110
H -10.9156 11.3944 5.9127 -0.511 0.174 0.506
H -11.0413 7.8058 5.3137 -0.143 0.200 0.511
H -9.4697 7.9462 4.9599 -0.192 -2.050 -1.237
C -16.5044 -0.6562 5.2288 -0.976 -0.179 0.009
O -17.1405 0.5699 5.4154 -0.168 1.760 -0.285
C -18.1976 0.5319 6.3551 -0.052 -0.297 -1.003
C -19.0057 1.8425 6.4237 1.354 1.840 1.832
C -18.2172 3.0761 6.9919 1.894 -0.517 -2.195
N -20.0119 1.6323 7.4358 -1.605 -1.401 0.614
H -16.1989 -0.9828 6.2229 0.623 -0.602 -0.201
H -15.7317 -0.5896 4.4630 0.300 0.364 0.511
H -17.2346 -1.3424 4.7996 -0.128 -0.559 0.198
H -18.9012 -0.2376 6.0374 -0.348 -0.184 -0.068
H -17.8074 0.1570 7.3014 0.046 0.468 0.589
H -19.3980 2.0771 5.4342 -0.240 -0.158 0.103
H -17.8228 2.8674 7.9863 -0.394 0.209 0.124
H -18.6138 4.0798 6.8394 -1.108 -0.300 0.644
H -17.3375 3.2398 6.3694 0.646 -0.391 -0.074
H -20.4877 2.4497 7.7902 -0.104 0.509 -0.835
H -19.5446 1.3558 8.2874 0.263 -0.543 0.049
C -21.5083 4.0352 0.5320 0.019 1.190 -0.913
O -21.0926 3.1765 -0.4918 1.258 -1.058 -0.032
C -20.8787 1.8125 -0.1478 -1.374 -1.102 0.727
C -19.9062 1.1039 -1.0698 2.730 1.460 0.497
N -18.4972 1.5026 -0.5116 -0.389 -0.748 -1.064
C -17.3560 1.0078 -1.3046 -0.519 -0.726 -1.679
C -17.3714 1.5359 -2.7951 -0.682 -2.073 1.386
O -17.3542 2.8729 -2.7121 0.421 2.532 -0.388
C -18.1242 3.5305 -3.6842 0.218 1.596 0.627
H -21.4112 5.0097 0.0533 -0.533 0.235 -0.040
H -20.8435 4.1854 1.3827 0.049 -0.989 0.351
H -22.5569 3.8662 0.7768 0.026 -0.067 0.467
H -21.8402 1.3114 -0.0360 -0.648 -0.210 -1.136
H -20.6158 1.6078 0.8900 1.149 0.880 0.239
H -19.9866 1.4403 -2.1035 -0.418 0.300 0.004
H -19.8992 0.0168 -1.1486 -0.498 -0.008 0.683
H -18.4155 2.5058 -0.5950 -0.367 0.380 0.184
H -17.4217 -0.0775 -1.3814 -0.022 -0.222 0.194
H -16.3803 1.2163 -0.8656 -0.233 0.363 0.327
H -18.3433 1.2731 -3.2129 0.001 -0.735 -0.351
H -16.5688 1.2035 -3.4534 0.168 -0.629 0.130
H -19.1860 3.4173 -3.4653 -0.179 0.111 0.059
H -17.9861 3.3546 -4.7511 0.575 -0.852 -0.005
H -17.7706 4.5491 -3.5242 -0.744 0.377 -0.256
C -16.9789 6.8046 15.4978 0.101 0.862 -0.020
O -17.5019 5.9048 14.5661 0.260 -0.805 0.087
C -18.1226 4.7679 15.1852 -0.038 -0.149 -0.987
C -19.1182 4.1463 14.2091 0.507 -1.093 2.417
N -20.4715 4.7105 14.3228 1.627 0.091 -2.331
C -20.4011 5.9260 13.5076 -1.187 2.203 0.611
C -20.2692 5.7989 11.9863 -0.935 -1.060 1.019
O -21.4108 5.0715 11.4398 0.675 -0.318 -0.026
C -22.6975 5.6890 11.4830 0.914 0.148 -0.279
H -16.4049 7.5908 15.0074 -0.477 0.132 -0.569
H -16.2117 6.4420 16.1818 -0.359 -0.819 0.387
H -17.8420 7.2385 16.0028 0.304 0.302 0.600
H -18.6202 5.0084 16.1247 -0.006 0.274 0.069
H -17.3805 3.9888 15.3596 0.400 0.124 0.303
H -19.2517 3.1238 14.5625 0.263 -0.297 -0.018
H -18.5845 4.0541 13.2631 -0.492 0.346 -0.494
H -20.9630 4.0549 13.7323 -1.025 -0.175 0.110
H -19.6302 6.5714 13.9288 0.454 -0.252 -0.351
H -21.2650 6.5408 13.7603 -0.507 -0.079 -0.253
H -19.3940 5.1617 11.8595 -0.205 -0.039 -0.765
H -20.0871 6.7564 11.4982 -0.247 0.122 -0.012
H -23.4746 5.0173 11.1183 0.362 -0.528 0.262
H -22.7021 6.4850 10.7384 -0.107 0.658 0.402
H -22.9226 5.9892 12.5063 -0.270 0.371 -0.185
C -25.7909 9.6979 3.9392 0.645 0.888 -0.570
O -27.1363 9.8726 3.6275 -0.613 -1.084 1.249
C -27.8217 8.6606 3.2789 0.493 1.096 -2.035
C -28.0682 8.8152 1.7573 -1.319 -0.954 1.225
N -29.0948 9.8103 1.6490 -0.923 1.617 -1.890
C -29.0332 10.4962 0.2930 0.003 -2.105 0.826
C -27.9957 11.5490 0.3017 -0.193 1.252 -0.355
O -28.4798 12.6430 1.1096 2.135 0.492 0.907
C -27.4313 13.1794 2.0168 -0.824 -0.686 -0.060
H -25.4964 10.6625 4.3527 0.422 -0.132 0.038
H -25.2593 9.5229 3.0039 0.506 -0.034 -0.086
H -25.5033 8.9036 4.6280 -0.545 -0.155 0.245
H -28.7758 8.6946 3.8048 0.026 -0.408 -0.089
H -27.2819 7.7223 3.4068 0.326 0.229 0.721
H -28.4977 7.8646 1.4411 0.164 -0.197 -0.501
H -27.2074 9.0712 1.1395 0.613 -0.278 0.375
H -28.8535 10.5586 2.2829 -0.169 0.143 0.352
H -29.9844 10.8163 -0.1324 -0.199 0.452 0.736
H -28.7534 9.7313 -0.4313 0.313 -0.224 -0.061
H -27.8397 11.8464 -0.7353 0.062 0.570 -0.170
H -27.0176 11.2229 0.6554 -0.118 -0.341 0.231
H -27.6803 12.9551 3.0540 -0.438 -0.133 0.012
H -27.2934 14.2600 1.9792 -0.330 -0.004 -0.618
H -26.4623 12.6981 1.8846 -0.027 -0.001 -0.479
C -18.1977 9.6912 5.9512 1.337 0.479 0.197
C -19.6378 9.6119 5.5927 0.167 0.430 0.353
O -20.3991 9.8666 6.8033 0.091 -0.540 -1.373
H -17.9568 10.7253 6.1975 0.144 0.055 -0.039
H -17.5400 9.3671 5.1446 -0.013 0.025 -0.120
H -17.9192 9.1198 6.8367 -0.208 -0.313 0.022
H -19.8128 8.6535 5.1038 -0.679 -0.179 0.257
H -19.8122 10.3964 4.8564 -0.575 0.012 0.187
H -20.1232 9.1247 7.3465 -0.264 0.040 0.518
C -15.2635 6.5627 0.6094 -0.341 0.590 -0.632
C -14.4406 7.6726 -0.0874 1.613 -1.978 1.275
O -13.0748 7.2093 0.1742 0.120 0.741 -0.925
H -16.3151 6.6988 0.3566 -0.223 -0.291 0.484
H -15.0572 6.4597 1.6747 -0.374 0.885 0.237
H -14.9283 5.5693 0.3114 -0.050 0.194 -0.870
H -14.5434 8.7005 0.2604 -0.407 -0.119 0.275
H -14.5461 7.6812 -1.1722 -0.105 -0.192 0.089
H -12.7976 7.4328 1.0657 -0.219 0.166 0.076
```
Positions in Å, forces in eV/Å.

Properties
- SMILES = COC[C@H](C)N.COC[C@H](C)N.COC[C@H](C)N.COC[C@H](C)N.COC[C@H](C)N.COC[C@H](C)N.COCCNCCOC.COCCNCCOC.COCCNCCOC.CCO.CCO
- LUMO level (eV) = 0.04
- energy relative to the best compared isomer or geometry (same formula, charge and spin) (kJ/mol) = 824.9

Atom charges from the Löwdin analysis, given in e for atoms 1 to 4:
1 C -0.142
2 O -0.192
3 C -0.153
4 C -0.460